{"formula": "C6H18BrO6", "method": "the ωB97M-V functional and the def2-TZVPD basis", "species": ["Br", "C", "C", "O", "O", "H", "H", "H", "H", "H", "H", "C", "C", "O", "O", "H", "H", "H", "H", "H", "H", "C", "C", "O", "O", "H", "H", "H", "H", "H", "H"], "coordinates": [[20.55914, 7.82670, 10.46279], [18.73706, 6.83028, 7.00630], [17.68863, 7.48762, 7.91601], [17.69186, 7.06315, 9.25687], [20.01503, 7.50209, 7.03012], [18.41986, 6.87353, 5.96580], [18.75347, 5.80527, 7.38688], [16.74961, 7.20914, 7.42290], [17.68003, 8.57948, 7.83188], [18.47866, 7.40374, 9.73662], [20.31492, 7.46897, 7.95385], [19.14470, 4.90827, 13.14966], [19.74760, 6.07537, 13.88539], [21.13532, 6.17378, 13.74645], [19.32412, 4.98656, 11.73187], [18.07875, 4.80856, 13.36565], [19.69762, 4.01843, 13.46551], [19.38239, 5.97231, 14.91313], [19.28572, 7.03213, 13.60789], [21.33082, 6.21696, 12.80162], [19.73469, 5.84112, 11.52907], [23.91864, 10.08941, 8.31309], [22.66987, 10.69138, 8.95291], [22.62080, 10.46027, 10.32886], [25.07295, 10.74228, 8.81649], [23.94203, 10.39140, 7.25510], [23.97969, 8.99826, 8.33164], [21.77198, 10.28731, 8.47873], [22.77943, 11.77635, 8.86321], [22.07389, 9.66809, 10.45777], [25.82904, 10.53323, 8.26700]], "mulliken_charge": [-0.697, -0.376, -0.435, -0.408, -0.467, 0.359, 0.234, 0.313, 0.258, 0.239, 0.241, -0.204, -0.594, -0.501, -0.474, 0.270, 0.230, 0.337, 0.326, 0.350, 0.157, -0.201, -0.415, -0.470, -0.528, 0.253, 0.264, 0.307, 0.262, 0.080, 0.291], "gap_ev": 8.9, "total_charge": -1, "lumo_energy_ev": 3.1, "de_lowest_ev": 0.123}

***

{"formula": "C20H33N5O4", "method": "the ωB97M-V functional and the def2-TZVPD basis", "species": ["C", "C", "O", "C", "C", "C", "N", "C", "O", "C", "O", "C", "C", "C", "N", "C", "O", "C", "C", "C", "N", "C", "N", "N", "C", "C", "C", "C", "C", "H", "H", "H", "H", "H", "H", "H", "H", "H", "H", "H", "H", "H", "H", "H", "H", "H", "H", "H", "H", "H", "H", "H", "H", "H", "H", "H", "H", "H", "H", "H", "H", "H"], "coordinates": [[-3.78737, 1.42681, -3.80288], [-3.74324, 1.59525, -2.30152], [-2.47718, 2.12224, -1.95137], [-2.32943, 2.44559, -0.57761], [-2.18390, 1.18978, 0.27875], [-1.82856, 1.54965, 1.71670], [-0.64509, 2.39382, 1.75421], [0.62675, 1.93209, 1.94128], [1.60790, 2.62990, 1.79224], [0.75798, 0.45763, 2.33645], [2.11474, 0.11329, 2.41434], [2.50745, -0.55011, 3.60407], [2.14290, -2.05452, 3.57774], [3.50261, -2.31202, 2.87373], [3.38790, -2.25586, 1.42884], [2.97680, -3.32900, 0.70670], [2.96551, -4.46824, 1.13836], [2.43000, -2.98102, -0.66446], [0.89149, -3.02358, -0.55652], [0.20598, -2.26047, -1.63551], [-0.27164, -1.03635, -1.49425], [-0.76518, -0.75266, -2.72667], [-0.62061, -1.71599, -3.60881], [0.00561, -2.67965, -2.89471], [0.37615, -3.92959, -3.51920], [3.97851, -0.95225, 3.42981], [-0.82200, 3.63809, 1.02226], [-1.11414, 3.36006, -0.45336], [-1.30654, 4.66130, -1.21827], [-4.75440, 1.02882, -4.11188], [-3.63011, 2.38454, -4.29907], [-3.01129, 0.73602, -4.13408], [-4.53182, 2.28183, -1.96443], [-3.91329, 0.63112, -1.80840], [-3.21788, 3.01096, -0.24489], [-3.10906, 0.60828, 0.26912], [-1.39388, 0.56623, -0.14607], [-2.64768, 2.11043, 2.17981], [-1.68438, 0.65777, 2.32096], [0.24989, 0.28541, 3.29227], [0.25802, -0.15446, 1.57606], [2.22575, 0.04204, 4.47899], [2.11631, -2.48713, 4.57789], [1.24384, -2.34219, 3.03148], [4.04761, -3.20811, 3.15474], [3.18914, -1.34209, 1.04846], [2.74992, -1.98699, -0.98006], [2.78690, -3.71151, -1.38941], [0.55579, -4.06017, -0.51321], [0.58427, -2.55253, 0.37880], [-1.25307, 0.17982, -2.96662], [0.72245, -4.62041, -2.75426], [-0.49052, -4.35099, -4.02301], [1.17015, -3.76643, -4.24616], [4.56672, -0.31745, 2.76825], [4.48698, -1.06157, 4.38587], [-1.65490, 4.19223, 1.47041], [0.08197, 4.23140, 1.13027], [-0.25438, 2.81845, -0.86479], [-2.15430, 5.22374, -0.81629], [-0.41890, 5.29087, -1.13920], [-1.49924, 4.46786, -2.27191]], "mulliken_charge": [-1.219, -0.227, -0.256, -0.266, 0.299, -1.370, 0.197, 0.857, -0.658, -0.556, -0.375, -0.017, -0.653, -0.233, -0.164, 0.394, -0.671, -0.447, -0.052, 0.099, -0.279, -0.641, -1.090, 0.767, -0.830, -1.120, -1.576, 0.966, -1.792, 0.408, 0.280, 0.283, 0.419, 0.197, 0.328, 0.586, -0.241, 0.360, 0.488, 0.447, 0.006, 0.599, 0.279, 0.260, 0.544, 0.357, 0.379, 0.325, 0.307, -0.162, 0.595, 0.334, 0.297, 0.291, 0.329, 0.340, 0.338, 0.531, 0.242, 0.366, 0.463, 0.335], "gap_ev": 9.8, "total_charge": 0, "lumo_energy_ev": 0.7, "smiles": "CCO[C@H]1CCN(C(=O)CO[C@H]2C[C@@H](NC(=O)CCc3ncnn3C)C2)C[C@@H]1C", "de_lowest_ev": 0.326}

***

{"formula": "C23H32BrCsN9O3S2", "method": "the ωB97M-V functional and the def2-TZVPD basis", "species": ["Cs", "N", "C", "C", "C", "C", "C", "C", "S", "O", "O", "N", "C", "N", "C", "C", "C", "N", "H", "H", "H", "H", "H", "H", "H", "H", "H", "C", "S", "C", "O", "H", "H", "H", "H", "H", "H", "Br", "C", "C", "C", "N", "C", "C", "H", "H", "H", "H", "C", "N", "C", "N", "C", "N", "C", "N", "C", "C", "H", "H", "H", "H", "H", "H", "H", "H", "H", "H", "H", "H", "H"], "coordinates": [[0.81705, -0.15760, -0.62638], [-6.79940, -5.04745, -1.27801], [-6.04268, -4.05201, -0.63529], [-4.72369, -4.31445, -0.24715], [-3.93168, -3.30556, 0.30546], [-4.44735, -2.01367, 0.41773], [-5.73598, -1.71923, -0.02238], [-6.51978, -2.73710, -0.57247], [-3.41758, -0.73487, 1.18938], [-3.15826, -1.36199, 2.49014], [-4.30180, 0.42742, 1.28072], [-2.09617, -0.56248, 0.30815], [-2.20427, 0.24047, -1.27073], [-1.26670, 1.10051, -2.52684], [-1.90982, 1.50367, -3.61120], [-3.24916, 1.25170, -3.77024], [-3.94032, 0.55084, -2.77843], [-3.48147, 0.04849, -1.60131], [-6.53841, -5.98106, -0.97831], [-7.79710, -4.88105, -1.19913], [-4.30278, -5.30856, -0.35746], [-2.92201, -3.51578, 0.64528], [-6.11421, -0.70422, 0.05016], [-7.51032, -2.49123, -0.94078], [-1.32625, 2.03626, -4.34951], [-3.77218, 1.58872, -4.65574], [-5.00243, 0.35562, -2.92301], [2.80424, -4.30900, 1.88935], [1.21118, -3.53112, 1.52877], [0.29926, -5.07817, 1.30948], [1.32227, -2.87838, 0.18277], [2.72300, -4.89851, 2.80550], [3.55099, -3.52403, 2.02973], [3.10384, -4.94946, 1.05633], [0.30536, -5.64077, 2.24584], [0.75540, -5.67051, 0.51266], [-0.73172, -4.83903, 1.03825], [2.73906, 1.19935, 6.70355], [2.25056, 0.86655, 4.90828], [3.23644, 0.71742, 3.94148], [2.82739, 0.47537, 2.64294], [1.53258, 0.37758, 2.27013], [0.60274, 0.52832, 3.23853], [0.90803, 0.77289, 4.56493], [4.29064, 0.78583, 4.18240], [3.55015, 0.34949, 1.84165], [-0.42835, 0.44418, 2.90679], [0.11926, 0.88513, 5.29917], [1.63400, 3.44747, -1.40224], [2.52039, 2.34624, -1.05233], [3.51275, 2.18061, -2.10525], [4.28845, 3.40293, -2.26273], [3.38978, 4.49680, -2.60416], [2.39653, 4.67864, -1.55480], [3.07643, 4.97611, -0.30185], [3.97297, 3.88567, 0.05580], [3.19941, 2.66001, 0.19712], [4.95518, 3.70934, -1.00481], [0.85344, 3.57042, -0.63898], [1.08289, 3.21946, -2.32485], [3.02698, 1.90848, -3.05228], [4.17332, 1.33187, -1.88115], [2.89976, 4.30531, -3.56864], [3.95605, 5.42469, -2.76290], [2.34619, 5.15234, 0.49976], [3.63184, 5.92079, -0.38039], [2.47342, 2.75552, 1.01613], [3.84912, 1.82797, 0.50137], [5.66611, 2.91384, -0.74249], [5.57606, 4.60993, -1.10783], [2.24138, -1.02302, -2.96369]], "mulliken_charge": [0.483, -0.618, 1.016, -0.581, -0.650, -0.267, -0.361, -0.694, 1.226, -0.707, -0.779, -0.274, -0.042, -0.276, -0.026, -0.784, -0.115, -0.198, 0.250, 0.249, 0.233, 0.357, 0.496, 0.223, 0.392, 0.334, 0.367, -1.038, 0.665, -0.652, -0.584, 0.372, 0.301, 0.320, 0.366, 0.320, 0.000, -0.184, 0.284, -0.521, -0.822, 0.168, -0.498, -0.518, 0.440, 0.759, 0.345, 0.459, -0.596, 0.240, -0.561, 0.051, -0.600, 0.079, -0.601, 0.134, -0.314, -0.602, 0.207, 0.218, 0.243, 0.208, 0.307, 0.282, 0.309, 0.289, 0.232, -0.193, 0.299, 0.299, -0.168], "gap_ev": 4.1, "total_charge": -1, "lumo_energy_ev": 1.8, "de_lowest_ev": 0.000}

***

{"formula": "C9H14", "method": "the ωB97M-V functional and the def2-TZVPD basis", "species": ["C", "C", "C", "C", "C", "C", "C", "H", "H", "H", "H", "H", "H", "H", "H", "C", "C", "H", "H", "H", "H", "H", "H"], "coordinates": [[2.21513, 2.28902, 0.39928], [1.09176, 1.94774, -0.56890], [1.14596, 0.82903, -1.42446], [0.03498, 0.78321, -2.35901], [-1.12276, 1.62254, -2.38672], [-1.42918, 2.31099, -1.23868], [-0.27088, 2.43466, -0.40379], [3.13524, 2.02147, -0.02827], [2.01319, 2.16088, 1.45843], [2.23346, 3.44736, 0.40062], [1.98649, 0.14518, -1.37484], [0.08957, 0.10469, -3.23675], [-1.75028, 1.81947, -3.29573], [-2.23136, 2.81825, -0.99346], [-0.43100, 3.09724, 0.35768], [-0.92752, -3.87576, 1.15801], [-0.73749, -3.11804, 2.54355], [-0.13324, -3.72171, 0.50550], [-0.92848, -5.02667, 1.21891], [-1.84103, -3.51638, 0.60303], [-1.03672, -2.00744, 2.40909], [-1.42248, -3.49724, 3.20389], [0.31665, -3.06851, 3.05260]], "mulliken_charge": [-1.261, 0.630, -0.583, -0.256, -0.351, -0.762, -0.383, 0.384, 0.318, 0.305, 0.397, 0.291, 0.307, 0.545, 0.418, -0.814, -0.730, 0.298, 0.262, 0.244, 0.206, 0.290, 0.244], "gap_ev": 9.4, "total_charge": 0, "lumo_energy_ev": 0.8, "smiles": "Cc1ccccc1.CC", "de_lowest_ev": 2.635}